1.
{
  "formula": "C6H11N",
  "method": "the ωB97M-V functional and the def2-TZVPD basis",
  "orbital_gap_ha": 0.3029,
  "e_above_lowest_kj_mol": 187.7,
  "smiles": "C=C/C(C)=C(\\C)N",
  "species": ["C", "C", "C", "C", "C", "C", "N", "H", "H", "H", "H", "H", "H", "H", "H", "H", "H", "H"],
  "positions_angstrom": [[-0.65, -0.45, 2.58], [-0.47, 0.21, 1.42], [0.02, -0.31, 0.14], [0.38, -1.83, 0.06], [0.23, 0.44, -0.97], [-0.26, 1.90, -1.00], [0.65, -0.03, -2.21], [-1.36, -0.07, 3.31], [0.00, -1.20, 3.04], [-0.65, 1.27, 1.56], [-0.29, -2.27, -0.67], [0.09, -2.21, 1.05], [1.44, -1.94, -0.15], [-0.18, 2.45, -0.07], [-1.34, 1.85, -1.22], [0.14, 2.39, -1.88], [1.31, -0.77, -2.01], [0.92, 0.56, -2.97]],
  "mulliken_charge": [-0.9883, -0.2694, 0.5801, -1.4242, 0.8268, -1.3254, -0.5193, 0.2249, 0.2772, 0.1233, 0.3074, 0.3827, 0.3642, 0.3076, 0.3102, 0.3666, 0.2160, 0.2397]
}

2.
{
  "formula": "C6H11N2",
  "method": "the ωB97M-V functional and the def2-TZVPD basis",
  "charge": 1,
  "orbital_gap_ha": 0.3461,
  "e_above_lowest_kj_mol": 678.3,
  "species": ["C", "C", "C", "C", "C", "C", "N", "N", "H", "H", "H", "H", "H", "H", "H", "H", "H", "H", "H"],
  "positions_angstrom": [[2.87, -1.03, 0.30], [2.50, 0.16, 0.60], [0.28, -0.42, 0.37], [1.12, 0.46, 0.12], [0.74, 1.71, -0.68], [-2.83, -1.11, 0.36], [-2.03, 0.68, -0.97], [-1.82, -0.18, -0.19], [3.91, -1.45, 0.31], [2.21, -1.75, -0.12], [2.99, 1.05, 1.14], [-0.03, -1.32, 0.88], [1.65, 2.18, -1.14], [-0.10, 1.70, -1.41], [0.55, 2.43, 0.04], [-3.07, -2.03, -0.26], [-3.71, -0.57, 0.70], [-2.24, -1.40, 1.25], [-3.00, 0.89, -1.30]],
  "mulliken_charge": [-0.6771, -0.2456, -0.2854, 0.7207, -1.2494, -0.8218, -0.4465, 0.1880, 0.2556, 0.3007, 0.3360, 0.4799, 0.3653, 0.3752, 0.4210, 0.3118, 0.4043, 0.2927, 0.2746]
}

3.
{
  "formula": "C6H11N2",
  "method": "the ωB97M-V functional and the def2-TZVPD basis",
  "charge": 1,
  "orbital_gap_ha": [0.2524, 0.3192],
  "e_above_lowest_kj_mol": 620.8,
  "species": ["C", "C", "C", "C", "C", "C", "N", "N", "H", "H", "H", "H", "H", "H", "H", "H", "H", "H", "H"],
  "positions_angstrom": [[-0.54, -1.20, -1.02], [1.61, 0.97, 2.69], [0.52, 0.13, 2.32], [-0.30, 1.46, 0.44], [-1.05, 1.17, -0.87], [-0.12, -2.44, -1.50], [-0.45, 0.33, 1.35], [-0.87, -0.09, -1.54], [2.25, 0.87, 3.55], [1.66, 1.88, 2.15], [0.27, -0.86, 2.79], [0.71, 1.67, 0.16], [-0.80, 2.30, 0.80], [-2.05, 1.39, -0.63], [-0.76, 1.97, -1.65], [0.90, -2.48, -1.38], [-0.26, -2.70, -2.60], [-0.43, -3.44, -1.16], [-0.77, 0.24, -2.52]],
  "mulliken_charge": [0.6462, -0.7708, 0.1995, -0.6493, -0.7186, -1.1122, -0.3653, -0.0681, 0.3161, 0.2702, 0.3719, 0.4078, 0.4342, 0.2899, 0.3997, 0.3218, 0.3254, 0.3634, 0.3382]
}

4.
{
  "formula": "C6H11N2",
  "method": "the ωB97M-V functional and the def2-TZVPD basis",
  "charge": 1,
  "orbital_gap_ha": 0.3262,
  "e_above_lowest_kj_mol": 518.1,
  "species": ["C", "C", "C", "C", "C", "C", "N", "N", "H", "H", "H", "H", "H", "H", "H", "H", "H", "H", "H"],
  "positions_angstrom": [[3.34, -0.92, 0.14], [3.21, 0.06, -0.73], [-1.96, -1.74, 0.46], [0.96, 0.38, 0.45], [-2.17, -0.43, 0.47], [2.12, -0.07, 0.07], [-2.01, 0.46, -0.62], [0.20, 1.45, -0.12], [3.69, -1.66, 0.83], [3.78, 0.73, -1.41], [-2.14, -2.48, 1.23], [-1.66, -2.17, -0.43], [-2.84, 1.13, -0.59], [0.39, -0.06, 1.18], [-2.60, 0.08, 1.32], [-0.89, 1.05, -0.64], [-1.92, 0.04, -1.59], [0.71, 2.20, -0.64], [-0.22, 1.95, 0.62]],
  "mulliken_charge": [-0.3828, -0.5068, -0.6637, -0.2167, -0.1627, 0.0463, -0.4680, -0.4455, 0.4058, 0.3091, 0.2908, 0.2309, 0.3501, 0.5100, 0.3272, 0.3596, 0.3676, 0.2832, 0.3657]
}